Computed, not measured: a structure of composition C3H8BLaNO3 at a distorted geometry, with wB97M-V/def2-TZVPD.

The value obtained for the total energy is -12373.7503 eV. The spin multiplicity is 1. The value obtained for the molecular weight is 255.82 Da. The total charge is +3. For the orbital gap, the calculation gives 4.2 eV. The value obtained for the HOMO energy is -20.81 eV.

Geometry as XYZ:
```
17
Properties=species:S:1:pos:R:3:forces:R:3
C 2.1724 0.3471 0.4252 -0.639 -0.443 -0.867
C 0.8183 0.7258 -0.2362 0.120 -0.306 -0.464
B -0.2854 -0.3723 -0.2685 -0.580 1.386 0.519
O -0.3170 -1.4217 -1.2777 1.244 -2.005 1.849
N -1.3105 -0.4501 0.6966 0.122 -1.388 -0.949
C -2.5763 0.3196 0.5840 -0.200 0.763 0.687
O -3.5520 -0.1589 1.0146 -0.273 -0.301 0.044
O -2.4113 1.5367 0.0785 0.547 0.125 -0.082
H 2.1079 -0.3422 1.2866 -0.041 -0.241 0.384
H 2.6136 1.2498 0.8466 0.455 -0.060 0.140
H 2.9032 0.0137 -0.3402 0.360 -0.168 -0.004
H 0.3832 1.5342 0.3460 -0.101 0.148 0.145
H 1.0060 1.1037 -1.2395 0.216 0.248 -0.093
H 0.5457 -1.6306 -1.6573 -0.826 1.721 -2.731
H -1.6057 -1.3972 0.9232 -0.455 0.017 -0.013
H -2.3045 1.5775 -0.8829 -0.325 0.099 -0.062
La 1.8125 -2.6353 -0.2990 0.379 0.405 1.496
```
Forces are in eV/Å.

Atomic partial charges in e from the natural (NBO) method, atoms 1 to 8: C -0.690; C -0.829; B 0.936; O -0.777; N -0.867; C 0.905; O -0.385; O -0.664



Computed, not measured: a cluster of 2 separate species, C3H8BNO in total at a distorted geometry, with wB97M-V/def2-TZVPD.

For the energy relative to the best compared isomer or geometry (same formula, charge and spin), the calculation gives 64.2 kcal per mole. The value obtained for the total energy is -7453.3248 eV. The structure (SMILES) is C/C=C/B=O.N. The spin multiplicity is 1. The value obtained for the molecular weight is 84.91 Da. The total charge is 0. For the orbital gap, the calculation gives 10.8 eV. The value obtained for the HOMO energy is -10.08 eV.

Geometry as XYZ:
```
14
Properties=species:S:1:pos:R:3:forces:R:3
C 0.9427 -1.4608 1.9481 -1.033 -1.357 -0.177
C 0.9653 -0.7112 0.6381 -0.219 -0.524 1.575
C -0.1482 -0.7344 -0.0916 2.320 1.882 -1.948
B -0.1719 -0.0795 -1.4875 -1.041 -0.837 -1.760
O -0.3790 0.0934 -2.6872 0.644 -0.658 1.736
H 1.1973 -0.8070 2.7871 0.299 -0.296 -0.081
H 1.5868 -2.3867 1.8841 -0.389 1.107 0.384
H -0.1273 -1.8241 2.1206 1.462 0.400 -0.088
H 1.9109 -0.1859 0.4539 -0.678 0.083 -0.470
H -0.9152 -1.4046 0.1361 -1.304 -0.674 0.607
N -0.7923 2.5643 -2.3388 1.419 7.293 6.283
H -1.7950 2.7252 -2.1868 -0.559 0.509 2.523
H -0.7137 3.5128 -2.8220 0.992 -0.505 1.260
H -1.1351 2.2316 -3.0635 -1.911 -6.425 -9.846
```
Forces are in eV/Å.

Atomic partial charges in e from the natural (NBO) method, atoms 1 to 8: C -0.657; C -0.070; C -0.639; B 1.094; O -0.837; H 0.226; H 0.226; H 0.208



Computed, not measured: an isolated molecule of C3H8BNO at a distorted geometry, with wB97M-V/def2-TZVPD.

For the energy relative to the best compared isomer or geometry (same formula, charge and spin), the calculation gives 129.6 kcal per mole. The value obtained for the total energy is -7450.4917 eV. The spin multiplicity is 1. The value obtained for the molecular weight is 84.91 Da. The total charge is 0. For the orbital gap (alpha / beta), the calculation gives 5.4 / 5.4 eV. The value obtained for the HOMO energy (alpha / beta) is -6.43 / -6.42 eV.

Geometry as XYZ:
```
14
Properties=species:S:1:pos:R:3:forces:R:3
B -0.8609 0.0395 0.0481 -2.162 3.101 0.335
C -1.1353 1.4615 0.1704 2.023 -0.943 -0.398
C 2.7495 -0.2688 -0.0200 -3.520 -1.476 0.880
C -1.8525 -1.1376 -0.0559 0.835 -1.094 -1.556
N 1.5641 0.3036 -0.1314 0.057 1.724 0.058
O 0.4647 -0.4007 0.1283 4.343 -1.860 -0.376
H -0.3260 2.2082 0.1515 -0.197 0.109 0.330
H -2.0823 1.8887 0.2665 -1.389 0.654 -0.142
H 3.7209 0.2114 -0.1033 -0.579 0.142 -0.198
H 2.5273 -1.3674 0.3059 1.186 2.019 -0.699
H -1.7277 -1.8264 0.7749 -0.733 0.032 0.397
H -1.5036 -1.7793 -0.9321 -0.733 0.736 0.658
H -2.8350 -0.6988 -0.2657 0.025 -0.709 0.400
H 1.2968 1.3661 -0.3373 0.842 -2.437 0.309
```
Forces are in eV/Å.

Atomic partial charges in e from the natural (NBO) method, atoms 1 to 8: B 0.599; C -1.018; C -0.090; C -0.941; N -0.077; O -0.434; H 0.143; H 0.208



Computed, not measured: an isolated molecule of C3H8BNO at a distorted geometry, with wB97M-V/def2-TZVPD.

For the energy relative to the best compared isomer or geometry (same formula, charge and spin), the calculation gives 169.6 kcal per mole. The value obtained for the total energy is -7444.9686 eV. The spin multiplicity is 3. The value obtained for the molecular weight is 84.91 Da. The total charge is 0. For the orbital gap (alpha / beta), the calculation gives 5.0 / 6.3 eV. The value obtained for the HOMO energy (alpha / beta) is -4.15 / -8.88 eV.

Geometry as XYZ:
```
14
Properties=species:S:1:pos:R:3:forces:R:3
B -0.4763 0.8472 -0.0629 0.726 2.236 -0.161
C -2.0035 -0.0459 -0.4614 -0.951 -1.505 1.170
C 1.2496 -0.8701 -0.3706 0.853 1.850 -0.837
C 1.3962 0.6023 0.1052 -0.608 -0.177 2.832
N -0.9083 -0.4781 0.5178 -0.467 -0.002 -2.035
O 0.0104 -1.4404 0.1218 -0.055 -1.131 -1.084
H 1.8205 1.3937 -0.4547 0.044 0.175 -1.535
H -0.6571 1.9742 0.5037 0.143 -1.029 -1.090
H -2.8222 0.3745 0.1293 -0.132 -0.567 0.140
H -2.3233 -0.8835 -1.1623 0.903 1.468 0.487
H 1.4000 -0.7943 -1.5580 -0.749 -0.944 2.668
H 1.9084 -1.5396 0.1898 0.708 0.209 -0.856
H 1.7406 0.9143 1.1278 -0.244 -1.417 -0.361
H -1.2252 -0.8368 1.4074 -0.171 0.836 0.662
```
Forces are in eV/Å.

Atomic partial charges in e from the natural (NBO) method, atoms 1 to 8: B 0.051; C -0.427; C -0.135; C -0.522; N -0.324; O -0.377; H 0.227; H 0.047



Computed, not measured: a structure of composition C3H8Br3N2 at a distorted geometry, with wB97M-V/def2-TZVPD.

The value obtained for the total energy is -216335.4094 eV. The spin multiplicity is 3. The value obtained for the molecular weight is 311.82 Da. The total charge is +1. For the orbital gap (alpha / beta), the calculation gives 6.4 / 6.0 eV. The value obtained for the HOMO energy (alpha / beta) is -9.57 / -13.81 eV.

Geometry as XYZ:
```
16
Properties=species:S:1:pos:R:3:forces:R:3
C 0.4937 -1.0162 -0.1400 -1.094 0.103 5.318
C -0.2166 0.2676 -0.5574 -4.841 -3.358 -1.744
C -1.8840 0.1219 0.0208 5.498 -2.575 0.582
N 1.6852 -0.4498 0.6767 1.808 -3.918 -3.145
N 0.4932 1.4357 -0.2700 0.970 0.911 -3.544
Br -2.5199 -1.6222 -0.5632 -0.412 -0.032 -0.419
Br -1.7180 0.1946 1.9273 0.051 0.259 1.079
Br -3.0085 1.5725 -0.7602 -2.606 3.138 -1.895
H -0.1429 -1.7912 0.5475 1.649 2.168 -1.547
H 0.8029 -1.5434 -0.9425 1.423 -1.645 -2.482
H -0.3250 0.0172 -1.6759 -0.108 1.484 1.378
H 1.3119 -0.4299 1.5752 -0.278 0.498 2.316
H 2.5169 -1.1890 0.6352 -1.984 2.499 0.183
H 1.7016 0.5405 0.1793 0.560 -0.389 0.988
H 0.2390 1.9389 0.5437 -0.548 0.883 0.609
H 0.5705 1.9528 -1.1965 -0.090 -0.024 2.322
```
Forces are in eV/Å.

Atomic partial charges in e from the natural (NBO) method, atoms 1 to 8: C -0.251; C -0.136; C -0.512; N -0.745; N -0.865; Br 0.104; Br 0.032; Br 0.464



Computed, not measured: a cluster of 2 separate species, C3H8BrNOS in total at a distorted geometry, with wB97M-V/def2-TZVPD.

For the energy relative to the best compared isomer or geometry (same formula, charge and spin), the calculation gives 10.6 kcal per mole. The value obtained for the total energy is -87649.5521 eV. The spin multiplicity is 3. The value obtained for the molecular weight is 186.07 Da. The total charge is 0. For the orbital gap (alpha / beta), the calculation gives 6.4 / 5.9 eV. The value obtained for the HOMO energy (alpha / beta) is -5.65 / -8.36 eV.

Geometry as XYZ:
```
15
Properties=species:S:1:pos:R:3:forces:R:3
C 2.4458 1.5141 -0.6265 5.009 4.202 3.606
C 0.6088 0.4230 -2.0518 0.009 0.812 -0.101
C 1.5943 0.5448 -0.9585 -5.745 -6.807 -2.537
N -1.2846 -0.7742 2.3719 -1.571 -1.816 -0.806
O -3.5936 -1.6476 1.4966 -0.764 -1.096 0.413
S -2.3168 -0.7684 1.0059 -0.442 -0.500 -0.601
Br 1.4821 -0.9547 0.2893 0.212 1.135 -0.768
H 2.9770 1.2729 0.2496 0.966 0.250 0.902
H 2.7059 2.4195 -1.0401 -0.098 1.678 -1.346
H -3.5284 -2.6363 1.4819 0.560 1.215 -0.246
H 0.6499 -0.6182 -2.2749 -0.537 -0.821 -0.798
H 0.7758 1.0330 -2.9809 0.303 -0.440 0.998
H -0.4172 0.6565 -1.7210 -0.005 -0.024 -0.032
H -1.5955 -0.0071 2.8687 -0.610 1.882 1.890
H -0.5037 -0.4573 1.8897 2.714 0.331 -0.576
```
Forces are in eV/Å.

Atomic partial charges in e from the natural (NBO) method, atoms 1 to 8: C -0.384; C -0.699; C 0.005; N -0.941; O -0.873; S 0.606; Br 0.019; H 0.178